1.
Here is a structure of composition C10H16N7OPt from the OMol25 dataset. Energies are from the ωB97M-V functional and the def2-TZVPD basis.

```
! wB97M-V def2-TZVPD RIJCOSX def2/J DEFGRID3
* xyz 1 3
Pt -0.455 0.143 0.180
N 3.894 1.410 0.633
C 2.586 1.154 0.741
O 2.163 0.002 0.864
C 1.634 2.321 0.749
C 0.384 2.021 -0.059
H 4.544 0.641 0.649
H 4.241 2.343 0.500
H 2.125 3.236 0.402
H 1.382 2.481 1.802
H 0.546 2.164 -1.129
H -0.452 2.656 0.263
N -6.505 -0.653 1.779
C -5.214 -0.449 1.509
N -4.349 -0.334 2.527
N -4.877 -0.381 0.224
C -3.631 -0.136 -0.044
N -2.547 0.090 -0.397
H -6.856 -0.760 2.713
H -7.140 -0.737 1.003
H -4.648 -0.372 3.485
H -3.370 -0.190 2.343
N 0.717 -2.055 2.231
C 0.340 -2.691 1.087
C 0.381 -4.095 0.981
C -0.045 -4.699 -0.171
C -0.519 -3.913 -1.230
C -0.547 -2.558 -1.059
N -0.135 -1.949 0.076
H 1.241 -2.618 2.883
H 1.102 -1.124 2.090
H 0.757 -4.672 1.813
H -0.009 -5.776 -0.260
H -0.859 -4.349 -2.156
H -0.916 -1.895 -1.830
*
```

* highest occupied orbital energy (spin up / spin down): -10.697 / -11.540 eV
* lowest unoccupied orbital energy (spin up / spin down): -2.234 / -4.142 eV
* F_max: 0.44 eV Å⁻¹
* gap between HOMO and LUMO (spin up / spin down): 0.311 / 0.272 Eh
* DFT total energy: -968.3002 Eh

2.
Here is a cluster of 2 separate species, C10H16O in total in a non-equilibrium geometry from the OMol25 dataset. Energies are from the ωB97M-V functional and the def2-TZVPD basis.

```
! wB97M-V def2-TZVPD RIJCOSX def2/J DEFGRID3
* xyz 0 1
C -2.124 1.250 -1.764
C -2.022 1.795 -0.352
C -3.143 0.048 -1.726
H -2.440 1.941 -2.562
H -1.196 0.873 -2.147
H -2.810 2.576 -0.082
H -1.045 2.258 -0.114
H -2.954 -0.598 -0.874
H -4.222 0.252 -1.644
H -1.969 1.081 0.460
H -2.928 -0.597 -2.610
C 0.325 -2.756 1.162
C 1.587 0.693 -0.075
C 2.660 0.802 0.781
C 0.828 -0.510 -0.093
C 1.102 -1.525 0.883
C 3.081 -0.251 1.561
C 2.245 -1.355 1.663
O 3.400 1.969 0.917
H 1.285 1.546 -0.681
H 0.277 -0.571 -1.011
H 4.062 -0.286 1.977
H 2.941 2.709 0.504
H 0.957 -3.638 1.038
H -0.501 -2.786 0.447
H 2.767 -2.158 2.202
H -0.166 -2.761 2.139
*
```

* highest occupied orbital energy: -8.399 eV
* lowest unoccupied orbital energy: 0.862 eV
* F_max: 2.56 eV Å⁻¹
* gap between HOMO and LUMO: 0.340 Eh
* DFT total energy: -465.8305 Eh

3.
Here is a cluster of 2 separate species, C10H16O in total in a non-equilibrium geometry from the OMol25 dataset. Energies are from the ωB97M-V functional and the def2-TZVPD basis.

```
! wB97M-V def2-TZVPD RIJCOSX def2/J DEFGRID3
* xyz 0 1
C -0.978 2.532 -0.057
C -2.200 1.872 0.462
C -0.293 1.580 -1.108
H -1.357 3.506 -0.580
H -0.311 2.909 0.688
H -1.801 1.281 1.235
H -0.985 0.816 -1.595
H -2.775 1.334 -0.299
H -2.777 2.734 0.784
H 0.143 2.123 -1.958
H 0.538 0.991 -0.679
C 3.099 -1.089 -0.610
C -0.837 -1.597 0.869
C -0.567 -1.982 -0.425
C 0.163 -1.067 1.712
C 0.669 -1.778 -0.967
C 1.450 -0.995 1.206
C 1.712 -1.311 -0.141
O -2.122 -1.596 1.434
H -1.508 -2.326 -0.988
H -2.932 -1.643 0.787
H -0.006 -0.583 2.587
H 0.967 -2.033 -2.022
H 2.340 -0.813 1.880
H 3.066 -1.055 -1.752
H 3.842 -1.836 -0.153
H 3.460 0.027 -0.313
*
```

* highest occupied orbital energy: -8.380 eV
* lowest unoccupied orbital energy: 0.807 eV
* F_max: 4.48 eV Å⁻¹
* gap between HOMO and LUMO: 0.338 Eh
* DFT total energy: -465.8101 Eh

4.
Here is a cluster of 2 separate species, C10H16O in total in a non-equilibrium geometry from the OMol25 dataset. Energies are from the ωB97M-V functional and the def2-TZVPD basis.

```
! wB97M-V def2-TZVPD RIJCOSX def2/J DEFGRID3
* xyz 0 1
C 1.310 3.945 -0.891
C 0.981 2.474 -1.041
H 0.665 4.639 -1.405
H 1.299 4.278 0.152
H 2.335 4.203 -1.177
H 1.513 2.004 -1.865
H -0.063 2.365 -1.330
H 1.286 1.891 -0.184
C 0.848 -0.587 1.717
C -0.114 -0.343 2.885
C 0.045 -1.228 0.608
C -0.663 -0.401 -0.278
C 0.004 -2.595 0.406
C -1.472 -0.962 -1.242
C -0.746 -3.148 -0.623
C -1.554 -2.339 -1.406
O -2.255 -2.941 -2.420
H 1.262 0.368 1.413
H 1.656 -1.253 2.015
H 0.347 0.119 3.762
H -0.620 0.632 0.025
H 0.478 -3.295 1.085
H -1.985 -0.397 -2.019
H -0.752 -4.216 -0.790
H -2.256 -2.386 -3.204
H -0.692 -1.210 3.201
H -0.857 0.384 2.604
*
```

* highest occupied orbital energy: -8.488 eV
* lowest unoccupied orbital energy: 0.831 eV
* F_max: 1.63 eV Å⁻¹
* gap between HOMO and LUMO: 0.342 Eh
* DFT total energy: -465.8547 Eh

5.
Here is a cluster of 2 separate species, C10H16O in total in a non-equilibrium geometry from the OMol25 dataset. Energies are from the ωB97M-V functional and the def2-TZVPD basis.

```
! wB97M-V def2-TZVPD RIJCOSX def2/J DEFGRID3
* xyz 0 1
C -0.322 2.293 2.092
C -1.479 2.404 3.059
H 0.370 3.140 2.080
H 0.334 1.431 2.250
H -0.704 2.083 1.076
H -1.153 2.195 4.094
H -2.276 1.644 2.928
H -1.922 3.390 2.915
C 1.170 0.633 -0.214
C 2.443 0.667 -1.157
C 0.341 -0.507 -0.714
C 0.030 -1.573 0.120
C -0.108 -0.508 -2.032
C -0.576 -2.751 -0.304
C -0.774 -1.621 -2.525
C -0.941 -2.704 -1.670
O -1.628 -3.801 -2.249
H 1.419 0.421 0.806
H 0.752 1.618 -0.164
H 2.942 -0.302 -1.204
H 0.353 -1.419 1.154
H -0.083 0.465 -2.566
H -0.700 -3.633 0.297
H -1.068 -1.765 -3.583
H -1.887 -4.271 -1.408
H 3.198 1.437 -0.925
H 2.269 1.036 -2.156
*
```

* highest occupied orbital energy: -8.392 eV
* lowest unoccupied orbital energy: 0.847 eV
* F_max: 2.65 eV Å⁻¹
* gap between HOMO and LUMO: 0.340 Eh
* DFT total energy: -465.8362 Eh

6.
Here is a cluster of 2 separate species, C10H16O in total in a non-equilibrium geometry from the OMol25 dataset. Energies are from the ωB97M-V functional and the def2-TZVPD basis.

```
! wB97M-V def2-TZVPD RIJCOSX def2/J DEFGRID3
* xyz 0 1
C -0.177 3.245 2.046
C -0.777 2.140 2.920
H 0.477 3.851 2.649
H 0.451 2.805 1.268
H -0.976 3.812 1.571
H -1.221 1.320 2.344
H -1.557 2.466 3.610
H -0.022 1.746 3.579
C 1.188 -2.804 -1.123
C 2.672 -2.549 -1.443
C 0.301 -1.585 -1.069
C -1.076 -1.759 -1.056
C 0.776 -0.289 -0.908
C -1.946 -0.680 -0.918
C -0.060 0.814 -0.822
C -1.421 0.600 -0.839
O -2.249 1.704 -0.797
H 0.819 -3.512 -1.879
H 1.156 -3.329 -0.163
H 3.212 -2.110 -0.607
H -1.506 -2.752 -1.146
H 1.843 -0.174 -0.835
H -2.997 -0.921 -1.063
H 0.356 1.796 -0.735
H -3.159 1.425 -0.553
H 2.772 -1.786 -2.226
H 3.123 -3.474 -1.802
*
```

* highest occupied orbital energy: -8.456 eV
* lowest unoccupied orbital energy: 0.864 eV
* F_max: 1.27 eV Å⁻¹
* gap between HOMO and LUMO: 0.343 Eh
* DFT total energy: -465.8652 Eh